(1)
Formula: C17H9F6N2O12PtS2
Source: the OMol25 dataset
Level of theory: ωB97M-V with the def2-TZVPD basis set

Last column: Mulliken charge in e.
Atoms and positions in Å:
Pt1 -0.8684 0.1396 0.1037  1.036
F1 -3.1890 -1.5077 3.6957  -0.203
C1 -1.9927 -1.7201 4.2388  0.533
F2 -1.8027 -0.8181 5.2097  -0.227
F3 -1.9912 -2.9345 4.7939  -0.233
S1 -0.6460 -1.5775 2.9809  1.183
O1 -0.9383 -0.2771 2.3815  -0.721
O2 0.5549 -1.6992 3.7409  -0.624
N1 -0.8443 -2.8336 2.0748  -0.430
S2 -1.7439 -2.9121 0.7851  1.198
O3 -1.0034 -3.2764 -0.3807  -0.620
O4 -2.7089 -1.8535 0.7098  -0.560
C2 -2.7284 -4.4210 1.1810  0.434
F4 -3.4426 -4.7705 0.1040  -0.218
F5 -3.5757 -4.1960 2.1885  -0.220
F6 -1.9460 -5.4494 1.5144  -0.222
O5 -0.8799 0.0871 -2.0323  -0.591
C3 -1.4521 0.9589 -2.6853  0.051
C4 -2.4310 1.9153 -2.2399  0.576
C5 -2.9429 2.7740 -3.2213  -0.640
C6 -3.9022 3.6972 -2.9033  -0.350
C7 -4.3930 3.8080 -1.5888  -0.337
C8 -3.9145 2.9828 -0.6180  -0.710
C9 -2.9153 1.9977 -0.8944  0.696
O6 -2.5402 1.2548 0.0663  -0.729
N2 -4.4186 4.5750 -3.9381  1.012
O7 -4.0055 4.4307 -5.0770  -0.643
O8 -5.2550 5.4031 -3.6178  -0.646
H1 -1.2246 1.0025 -3.7598  0.310
H2 -2.5825 2.7041 -4.2386  0.453
H3 -5.1426 4.5527 -1.3660  0.466
H4 -4.2698 3.0457 0.4003  0.445
O9 1.4297 1.3582 -0.2502  -0.667
C10 1.7700 0.2117 0.0384  0.732
O10 0.9120 -0.7278 0.3034  -0.507
C11 3.1996 -0.2068 0.0926  -0.066
C12 3.5385 -1.5507 0.1332  -0.562
C13 4.8745 -1.9576 0.1698  -1.015
C14 5.8203 -0.9639 0.1732  0.957
O11 7.1861 -1.0970 0.2074  -0.507
C15 7.7104 0.2282 0.2257  -0.225
O12 6.6255 1.1438 0.1507  -0.503
C16 5.4808 0.3774 0.1383  1.063
C17 4.1796 0.7967 0.0930  -1.080
H5 2.7451 -2.2843 0.1438  0.520
H6 5.1519 -3.0013 0.1990  0.420
H7 8.3619 0.3670 -0.6412  0.237
H8 8.2547 0.3863 1.1617  0.246
H9 3.8956 1.8376 0.0532  0.488

Cartesian forces, eV/Å:
Pt -0.522 -0.203 0.238
F 0.051 -0.023 -0.004
C -0.083 0.132 0.089
F -0.006 -0.029 -0.064
F 0.065 0.027 -0.042
S 0.021 -0.447 0.015
O -0.115 0.314 -0.847
O -0.030 0.093 0.013
N 0.308 0.176 0.189
S -0.147 0.031 -0.034
O 0.027 -0.117 0.024
O -0.512 -0.153 -0.186
C -0.007 -0.065 0.022
F 0.009 0.035 0.061
F 0.050 0.016 -0.005
F -0.006 0.021 -0.039
O 0.558 0.191 0.876
C -0.448 0.175 0.005
C 0.255 -0.028 -0.138
C -0.039 0.019 0.079
C 0.070 0.035 -0.141
C 0.062 -0.074 0.155
C -0.102 0.073 -0.120
C -0.017 -0.195 0.100
O -0.106 -0.014 0.221
N -0.078 -0.123 -0.010
O 0.019 0.062 0.012
O 0.034 0.030 -0.013
H 0.004 -0.115 0.019
H -0.014 0.030 -0.021
H -0.011 0.012 -0.026
H -0.007 -0.018 0.019
O 0.688 0.069 -0.009
C -0.119 0.054 -0.086
O 0.009 0.020 -0.391
C 0.086 0.073 0.035
C 0.026 -0.015 0.048
C 0.014 0.031 0.001
C -0.023 0.031 0.005
O -0.001 -0.004 -0.012
C 0.009 0.009 0.009
O -0.008 -0.006 -0.018
C -0.010 -0.040 0.010
C 0.051 -0.105 -0.046
H -0.020 0.002 -0.004
H 0.010 -0.018 0.003
H 0.016 0.007 0.044
H 0.013 0.000 -0.039
H -0.024 0.023 0.002

Computed properties:
- multiplicity = 1
- LUMO level (eV) = 1.65
- maximum force (eV/A) = 1.056
- electronic energy (eV) = -86545.634
- HOMO-LUMO gap (eV) = 7.558
- total charge = -1

(2)
Formula: C18Cl5F4N4OPbSbSe4
Source: the OMol25 dataset
Level of theory: ωB97M-V with the def2-TZVPD basis set

Last column: Mulliken charge in e.
Atoms and positions in Å:
Pb1 -15.2919 5.3747 -9.0919  1.055
Se1 -16.5490 3.5467 -3.4530  -0.323
Sb1 -16.0162 4.6372 -5.8777  0.907
Se2 -17.3986 3.7431 -7.6315  -0.536
Se3 -14.0925 6.1936 -6.3916  -0.319
Se4 -17.5689 5.5389 -4.0310  -0.312
Cl1 -11.3427 -0.7232 -12.3200  -0.229
C1 -11.8914 0.6028 -11.4515  0.452
C2 -11.4676 1.8978 -11.6584  -0.114
Cl2 -10.2414 2.2027 -12.8768  -0.193
C3 -12.0276 2.9223 -10.9419  0.570
Cl3 -11.5791 4.5751 -11.2497  -0.146
C4 -13.0789 2.7318 -10.0016  -0.500
O1 -13.6191 3.7061 -9.3013  -0.750
C5 -13.4092 1.4058 -9.7635  0.364
Cl4 -14.4798 1.1725 -8.4461  -0.141
C6 -12.8604 0.3759 -10.4759  0.139
Cl5 -13.1087 -1.2278 -10.0618  -0.233
F1 -13.5391 11.2227 -12.0274  -0.351
C7 -14.5455 10.5785 -12.6421  0.598
C8 -15.2515 11.2735 -13.5842  -0.151
F2 -14.8489 12.4914 -13.9602  -0.327
C9 -16.3621 10.6275 -14.3026  0.596
C10 -16.6256 9.2856 -13.8139  -0.346
C11 -15.9055 8.6929 -12.7759  0.607
F3 -16.2850 7.4987 -12.3375  -0.283
C12 -14.7640 9.2487 -12.1993  0.267
C13 -13.8392 8.6024 -11.2342  -0.361
C14 -14.3251 8.2109 -10.0653  0.504
N1 -14.8111 7.9525 -9.0137  -0.844
C15 -12.4259 8.4763 -11.3901  0.141
N2 -11.2777 8.3542 -11.3359  -0.634
F4 -17.4562 8.4678 -14.4664  -0.341
C16 -17.0089 11.0882 -15.4713  0.271
C17 -18.1315 10.4530 -16.0343  0.311
N3 -19.0095 10.0048 -16.6144  -0.724
C18 -16.5682 12.2245 -16.1766  0.090
N4 -16.1889 13.1687 -16.7224  -0.712

Cartesian forces, eV/Å:
Pb 1.036 0.437 -0.539
Se 1.125 -0.821 -0.910
Sb -0.109 0.503 2.035
Se 0.156 -0.034 0.157
Se -1.386 -1.414 -0.113
Se -0.315 1.176 -0.709
Cl 0.954 -0.757 -1.097
C -0.802 0.478 0.628
C 0.687 -0.036 -0.905
Cl -0.440 -0.029 0.484
C -0.632 1.606 0.151
Cl 0.004 -0.293 0.092
C 0.303 1.625 0.409
O 0.376 -0.436 -0.810
C -0.536 0.061 0.573
Cl -0.395 -0.527 0.207
C 0.971 0.312 -0.284
Cl -0.959 -1.457 0.782
F 0.391 0.395 -0.079
C 0.459 -0.652 0.809
C -2.078 -1.634 -1.392
F 0.047 0.304 0.127
C 1.559 -1.803 1.672
C 1.264 1.551 0.468
C 0.820 0.949 -0.074
F -0.383 -1.158 -0.026
C -0.358 1.282 -1.016
C 0.592 0.382 -1.875
C -1.119 -0.300 2.554
N 0.151 -0.608 -0.587
C -0.493 0.196 0.264
N 0.094 -0.049 -0.309
F -0.653 -0.078 -0.180
C -0.170 0.570 -0.146
C 1.179 0.579 0.336
N -1.483 -0.668 -0.701
C 0.090 0.077 0.359
N 0.050 0.271 -0.356

Computed properties:
- multiplicity = 1
- LUMO level (eV) = 1.03
- maximum force (eV/A) = 2.988
- electronic energy (eV) = -373328.062
- HOMO-LUMO gap (eV) = 3.107
- total charge = -2

(3)
Formula: C18H10BaCl5N4S4
Source: the OMol25 dataset
Level of theory: ωB97M-V with the def2-TZVPD basis set

Last column: Mulliken charge in e.
Atoms and positions in Å:
Ba1 0.9076 -0.6859 0.7000  1.055
Cl1 3.2892 1.4285 2.4630  -0.240
C1 1.8793 2.4965 2.3162  1.144
C2 0.6430 1.8955 2.2262  -1.637
C3 -0.4126 2.7784 2.0902  0.800
Cl2 -2.0428 2.1194 1.9531  -0.202
C4 -0.2750 4.1636 2.0600  -0.449
Cl3 -1.6393 5.2130 1.9053  -0.202
C5 1.0044 4.7105 2.1657  0.638
Cl4 1.2226 6.4214 2.1443  -0.210
C6 2.1066 3.8680 2.2928  -0.391
Cl5 3.6941 4.5346 2.4245  -0.206
S1 1.5090 0.8561 -1.7988  -0.572
C7 1.9251 -0.2606 -3.1015  0.385
C8 2.0915 0.3029 -4.3777  -0.591
C9 2.4236 -0.4476 -5.4904  -0.421
C10 2.6054 -1.8189 -5.3593  -0.517
C11 2.4488 -2.3996 -4.1130  -0.402
C12 2.1132 -1.6567 -2.9727  0.099
S2 1.9187 -2.5765 -1.4643  -0.565
H1 1.9478 1.3724 -4.4697  0.337
H2 2.5403 0.0365 -6.4534  0.319
H3 2.8683 -2.4309 -6.2144  0.332
H4 2.5883 -3.4670 -3.9905  0.330
N1 -0.0970 -0.1159 4.3909  -0.458
C13 -1.2012 -0.7098 3.8463  0.337
N2 -1.2482 -1.0675 2.5973  0.200
C14 -2.4951 -1.5509 2.2623  -0.424
C15 -3.3793 -1.6357 3.2849  -0.345
S3 -2.6581 -1.0269 4.7318  -0.255
C16 -2.7424 -1.8575 0.8492  0.022
C17 -3.9490 -2.0849 0.2836  -0.421
S4 -3.7562 -2.3417 -1.4178  -0.276
C18 -2.0336 -2.1084 -1.2384  0.582
N3 -1.6567 -1.8544 -0.0049  -0.116
N4 -1.1985 -2.2041 -2.2717  -0.089
H5 0.3290 0.5373 3.7119  0.273
H6 -0.2320 0.2967 5.3001  0.289
H7 -4.3887 -2.0088 3.2721  0.403
H8 -4.9194 -2.0653 0.7483  0.400
H9 -1.5438 -2.3555 -3.2004  0.166
H10 -0.1871 -2.3002 -2.0811  -0.123

Cartesian forces, eV/Å:
Ba -0.014 0.157 -0.165
Cl -0.076 -0.026 -0.005
C 0.094 -0.079 -0.006
C -0.014 0.043 0.008
C -0.067 0.034 0.020
Cl 0.051 -0.003 0.010
C 0.048 0.015 0.000
Cl -0.009 -0.001 -0.005
C -0.004 -0.036 0.007
Cl 0.002 0.017 -0.003
C -0.004 0.043 -0.010
Cl 0.004 -0.002 -0.001
S -0.080 -0.194 0.119
C 0.024 0.052 -0.025
C -0.003 -0.031 0.003
C -0.005 0.010 -0.008
C 0.007 -0.016 -0.001
C -0.006 0.031 -0.003
C -0.010 -0.044 0.012
S 0.031 0.097 0.034
H 0.000 0.003 -0.001
H 0.001 0.000 -0.001
H 0.000 0.004 -0.003
H 0.002 -0.002 -0.002
N -0.081 -0.080 0.047
C 0.064 0.021 0.048
N -0.027 0.045 0.052
C -0.023 -0.010 -0.019
C 0.026 -0.002 0.005
S -0.044 -0.002 -0.008
C 0.034 0.017 -0.010
C 0.021 0.002 -0.018
S -0.027 -0.001 0.057
C 0.000 -0.011 0.031
N -0.016 -0.069 -0.085
N 0.024 -0.001 -0.003
H 0.067 0.019 -0.058
H -0.004 -0.006 0.006
H 0.002 -0.007 0.005
H -0.006 0.000 -0.017
H 0.019 -0.004 -0.005
H -0.001 0.015 -0.003

Computed properties:
- multiplicity = 1
- LUMO level (eV) = 1.94
- maximum force (eV/A) = 0.241
- electronic energy (eV) = -131440.962
- HOMO-LUMO gap (eV) = 5.658
- total charge = -1

(4)
Formula: C18H10BeClN5O2S
Source: the OMol25 dataset
Level of theory: ωB97M-V with the def2-TZVPD basis set

Last column: Mulliken charge in e.
Atoms and positions in Å:
Be1 9.2539 8.6952 6.7666  -0.494
Cl1 7.7810 4.6837 12.0317  -0.218
C1 8.3552 5.9404 10.9955  0.136
C2 8.7247 7.1853 11.4344  -0.432
C3 8.9803 8.2365 10.5516  -0.592
C4 8.9178 7.9978 9.1634  0.574
O1 9.1491 8.9677 8.3140  -0.481
C5 8.6234 6.6446 8.6733  0.788
C6 8.7477 6.2816 7.3097  0.041
O2 9.0018 7.1805 6.4270  -0.281
C7 8.4133 5.6212 9.6282  -0.917
H1 8.6561 7.3323 12.4836  0.426
H2 9.1637 9.2296 10.9298  0.440
H3 8.6053 5.1710 6.9986  0.244
H4 8.1797 4.5946 9.3380  0.365
N1 10.9886 7.7276 4.2850  -0.426
C8 11.4446 8.7415 5.0907  0.518
N2 10.8228 9.1894 6.1995  0.177
C9 11.6565 10.1303 6.8045  0.000
C10 11.4481 10.6535 8.0633  -0.419
C11 12.4760 11.3494 8.6789  -0.722
C12 13.7130 11.5505 8.0129  -0.446
C13 13.9329 11.0663 6.7446  -0.506
C14 12.8500 10.4824 6.0907  0.441
S1 12.9162 9.6162 4.5906  -0.249
H5 10.1991 7.2121 4.7014  0.271
H6 11.6886 7.2281 3.7118  0.276
H7 10.4689 10.4886 8.4696  0.660
H8 12.3632 11.7459 9.7011  0.350
H9 14.4811 12.1115 8.5362  0.363
H10 14.8531 11.2064 6.1495  0.329
N3 8.1284 9.5645 5.8042  -0.281
C15 7.6582 10.6008 5.5148  1.050
C16 7.1072 11.8009 5.1222  -0.208
C17 7.9704 12.8195 4.7020  0.090
N4 8.7105 13.6502 4.2906  -0.497
C18 5.7630 12.0689 5.2219  0.123
N5 4.6167 12.2576 5.4279  -0.493

Cartesian forces, eV/Å:
Be -0.331 1.142 -0.166
Cl 0.156 0.037 0.513
C 0.120 -1.719 -2.595
C -0.428 1.317 -0.560
C -0.316 -1.191 0.290
C 0.089 0.091 -1.256
O -0.473 -1.043 0.747
C 0.784 -0.221 1.143
C -0.023 0.816 -0.817
O -0.241 -3.014 0.610
C -0.686 0.507 1.141
H 0.241 0.450 0.792
H 0.139 0.073 -0.131
H 0.273 1.964 0.345
H 0.109 0.348 -0.118
N 0.199 0.277 0.859
C -0.441 0.142 -0.254
N 1.676 -0.713 -2.187
C 1.312 0.873 -0.682
C 0.118 0.398 0.185
C 0.613 0.364 -0.142
C -0.431 0.138 1.045
C -0.285 0.606 -1.278
C -0.680 -1.352 1.335
S -1.112 -0.786 0.429
H 0.633 0.132 -0.622
H -0.947 0.511 0.656
H 0.113 0.061 0.628
H -0.051 -0.201 -0.690
H 0.031 -0.194 -0.105
H -0.410 0.046 0.773
N -0.077 1.289 -0.108
C 0.136 -1.066 0.137
C 1.371 -0.509 0.029
C 2.961 2.896 -1.808
N -2.212 -2.455 1.373
C -4.703 0.398 1.261
N 2.774 -0.413 -0.774

Computed properties:
- multiplicity = 1
- LUMO level (eV) = -1.69
- maximum force (eV/A) = 4.885
- electronic energy (eV) = -54135.729
- HOMO-LUMO gap (eV) = 6.149